(1)
ORCA calculation (the ωB97M-V functional and the def2-TZVPD basis) on a molecular structure, C31H46N5NaO6S2.

Positions of all 91 atoms, in Å:
Na1 0.3234 0.1000 0.4844
C1 3.8634 -2.0123 -5.8369
C2 2.3337 -1.8953 -5.9151
C3 1.7690 -3.1120 -6.6631
C4 1.9955 -0.6424 -6.7233
C5 1.7537 -1.8490 -4.5050
C6 1.0571 -0.7982 -4.0304
C7 0.5397 -0.7564 -2.6784
N1 -0.1004 0.2088 -2.0833
C8 -0.5731 1.4195 -2.4476
C9 -0.5160 2.0145 -3.7350
C10 -1.0424 3.2436 -4.0126
C11 -1.6752 3.9449 -2.9478
C12 -1.7885 3.4607 -1.6778
C13 -1.2324 2.1430 -1.3547
O1 -1.3273 1.6704 -0.2064
C14 -2.4768 4.2538 -0.5667
C15 -3.6725 3.4602 -0.0148
C16 -1.4820 4.5399 0.5700
C17 -3.0080 5.6001 -1.0661
C18 -0.9289 3.8202 -5.4265
C19 0.5503 3.9626 -5.8145
C20 -1.6174 2.8861 -6.4329
C21 -1.5814 5.1991 -5.5470
C22 0.7573 -1.9573 -1.8138
O2 0.2650 -2.0414 -0.6969
C23 1.5774 -3.0703 -2.3611
C24 2.0079 -2.9799 -3.6340
C25 1.9389 -4.2319 -1.4424
C26 2.7974 -5.2703 -2.1717
C27 2.7488 -3.7026 -0.2470
C28 0.6718 -4.9493 -0.9475
H1 4.2940 -2.0316 -6.8426
H2 4.1733 -2.9219 -5.3208
H3 4.2829 -1.1632 -5.2948
H4 2.1928 -3.1694 -7.6703
H5 0.6830 -3.0362 -6.7486
H6 1.9999 -4.0447 -6.1467
H7 2.4188 -0.7282 -7.7273
H8 2.4096 0.2550 -6.2594
H9 0.9160 -0.5100 -6.8228
H10 0.9071 0.0533 -4.6661
H11 -0.0409 1.4771 -4.5380
H12 -2.0906 4.9197 -3.1609
H13 -3.3437 2.5212 0.4228
H14 -4.3886 3.2490 -0.8145
H15 -4.1832 4.0476 0.7547
H16 -1.0805 3.6155 0.9766
H17 -1.9856 5.0876 1.3728
H18 -0.6535 5.1537 0.2064
H19 -3.7568 5.4755 -1.8535
H20 -2.2065 6.2378 -1.4483
H21 -3.4826 6.1245 -0.2331
H22 1.0586 2.9976 -5.7889
H23 1.0658 4.6256 -5.1171
H24 0.6489 4.3731 -6.8250
H25 -1.1755 1.8890 -6.4112
H26 -1.5238 3.2779 -7.4512
H27 -2.6782 2.7842 -6.1948
H28 -1.1089 5.9258 -4.8829
H29 -2.6462 5.1614 -5.3076
H30 -1.4786 5.5638 -6.5726
H31 2.6066 -3.7850 -4.0409
H32 3.7467 -4.8432 -2.5047
H33 2.2822 -5.6974 -3.0380
H34 3.0247 -6.0858 -1.4821
H35 3.6637 -3.2146 -0.5917
H36 3.0312 -4.5426 0.3958
H37 2.2115 -2.9766 0.3599
H38 0.0651 -5.2911 -1.7922
H39 0.0727 -4.2923 -0.3244
H40 0.9593 -5.8261 -0.3597
C29 2.3929 0.4292 5.4196
C30 0.9847 0.8562 5.2709
N2 0.5179 2.0153 5.6132
N3 -0.8106 1.9399 5.2770
C31 -1.1760 0.7691 4.7245
S1 -2.7066 0.3872 4.1641
N4 -0.0160 0.0505 4.7659
N5 0.1391 -1.2277 4.2409
H41 2.9143 1.1831 6.0078
H42 2.8814 0.3489 4.4429
H43 2.4594 -0.5349 5.9278
H44 -1.4016 2.7483 5.2947
H45 0.8470 -1.1960 3.4891
H46 0.5022 -1.8254 4.9736
O3 2.3989 -1.6398 2.3763
S2 2.6348 -0.2443 1.9047
O4 1.4555 0.5706 2.3709
O5 2.6481 -0.2045 0.4205
O6 3.8735 0.2960 2.4856

Cartesian forces (eV/Å) of the 2 atoms listed first:
-0.3 0.0 -0.3
0.0 0.0 0.0

Properties
orbital gap (alpha / beta): 5.72 / 5.72 eV
total charge: -2
HOMO energy (alpha / beta): -2.105 / -2.104 eV

Results of the Löwdin charge analysis, in e, for atoms 1 through 4: 0.393, -0.049, -0.560, -0.054

(2)
ORCA calculation (the ωB97M-V functional and the def2-TZVPD basis) on a molecular structure, C31H46N5O2S3SeSiZr.

Positions of all 90 atoms, in Å:
Zr1 -0.1223 0.7790 0.6689
C1 0.1466 3.0697 3.1442
C2 1.5441 2.8333 2.5942
N1 1.7143 1.4610 2.0472
C3 2.1888 0.4925 3.0715
C4 1.1454 0.1407 4.1219
S1 -0.4505 -0.3184 3.3702
C5 -1.6429 0.8541 4.0833
C6 -2.0480 1.9624 3.1134
N2 -0.9094 2.4522 2.2935
H1 -0.0249 4.1426 3.2440
H2 0.0594 2.6615 4.1457
H3 2.2806 3.0216 3.3792
H4 1.7519 3.5348 1.7937
H5 2.4762 1.5172 1.3696
H6 3.0697 0.8965 3.5780
H7 2.5096 -0.4044 2.5469
H8 0.9747 0.9538 4.8236
H9 1.5022 -0.7058 4.7070
H10 -1.2201 1.2362 5.0108
H11 -2.5260 0.2841 4.3691
H12 -2.4905 2.7835 3.6844
H13 -2.8093 1.6000 2.4226
H14 -1.2911 3.1877 1.7077
O1 0.8355 -1.1183 0.7298
S2 1.6347 -2.4012 1.0640
C7 0.4380 -3.6043 1.6904
C8 -0.6100 -4.1998 0.7590
C9 -1.6328 -3.2086 0.2001
C10 -2.5863 -2.7045 1.2782
S3 -3.2101 -1.0424 0.9952
O2 -1.9280 -0.2358 0.6904
C11 -4.0299 -1.1499 -0.5614
C12 -5.4104 -1.3106 -0.5207
C13 -6.1008 -1.4259 -1.7187
C14 -5.4130 -1.3568 -2.9229
C15 -4.0336 -1.1721 -2.9449
C16 -3.3247 -1.0708 -1.7591
C17 2.2090 -3.1169 -0.4339
C18 3.5321 -3.5476 -0.3883
C19 4.0669 -4.1980 -1.4922
C20 3.2858 -4.3972 -2.6200
C21 1.9700 -3.9423 -2.6622
C22 1.4207 -3.2988 -1.5698
H15 0.0103 -3.1057 2.5639
H16 1.0963 -4.3906 2.0722
H17 -1.1215 -4.9795 1.3302
H18 -0.1154 -4.7169 -0.0625
H19 -2.2044 -3.6891 -0.5936
H20 -1.1135 -2.3582 -0.2435
H21 -2.1177 -2.6296 2.2628
H22 -3.4802 -3.3232 1.3920
H23 -5.9421 -1.3422 0.4232
H24 -7.1739 -1.5574 -1.7110
H25 -5.9572 -1.4400 -3.8542
H26 -3.5124 -1.1119 -3.8910
H27 -2.2526 -0.9161 -1.7628
H28 4.1361 -3.3848 0.4960
H29 5.0912 -4.5432 -1.4691
H30 3.7046 -4.9040 -3.4790
H31 1.3758 -4.0915 -3.5536
H32 0.4051 -2.9308 -1.6115
Se1 -3.2526 2.5648 -1.3687
N3 -2.6649 4.0701 -2.0494
C23 -1.4263 4.2665 -1.6322
C24 -0.5577 5.3558 -1.9455
C25 0.6891 5.3121 -1.4070
C26 1.1004 4.2201 -0.5819
N4 0.3368 3.2074 -0.2451
C27 -0.9223 3.2494 -0.7679
N5 -1.7327 2.2537 -0.4778
H33 -0.8922 6.1617 -2.5852
H34 1.4073 6.0961 -1.6027
H35 2.1192 4.2187 -0.2098
C28 2.9361 -0.5531 -3.0520
Si1 2.2155 0.9026 -2.1386
C29 3.4453 1.2971 -0.7582
C30 2.1009 2.3463 -3.3198
C31 0.4719 0.5278 -1.4727
H36 3.8275 -0.2305 -3.5958
H37 2.2348 -0.9574 -3.7844
H38 3.2366 -1.3606 -2.3825
H39 4.4435 1.3917 -1.1924
H40 3.5101 0.4749 -0.0352
H41 3.2624 2.2420 -0.2361
H42 3.0926 2.7287 -3.5711
H43 1.5035 3.1826 -2.9549
H44 1.6427 2.0115 -4.2540
H45 -0.2044 1.0475 -2.1599
H46 0.3072 -0.5466 -1.6314

Cartesian forces (eV/Å) of the 2 atoms listed first:
-0.1 0.0 -0.2
0.0 0.0 0.0

Properties
orbital gap: 7.25 eV
total charge: +3
HOMO energy: -16.457 eV

Results of the Löwdin charge analysis, in e, for atoms 1 through 4: 1.680, -0.145, -0.155, -0.155

Short version: energy relative to the best compared isomer or geometry (same formula, charge and spin) = 0.0 0.0 kJ/mol, in the order given.
Short version: F_max = 0.007 0.003 Eh/bohr, in the order given.